Entry from the Open Molecules 2025 dataset: a molecular structure, C34H56As2MgN3O11Si2 (the ωB97M-V functional and the def2-TZVPD basis).

Results
Gap between HOMO and LUMO   7.67 eV
Molar mass   913.15 g/mol
Calculated total energy   -206036.338 eV

```
! wB97M-V def2-TZVPD RIJCOSX def2/J DEFGRID3
* xyz 1 1
Mg 1.35 -1.10 -0.14
C -1.23 0.84 4.01
N -1.24 -0.10 2.89
C -2.25 -1.17 2.91
C -0.34 -0.04 1.92
O -0.26 -0.89 1.01
C 0.66 1.10 1.94
O 1.33 1.11 0.68
C 2.67 1.55 0.78
C 3.51 0.33 1.15
O 2.94 -0.77 1.15
N 4.80 0.47 1.42
C 5.63 -0.70 1.69
C 5.51 1.74 1.37
H -1.86 0.43 4.79
H -1.63 1.81 3.72
H -0.23 0.95 4.42
H -2.10 -1.79 3.78
H -2.16 -1.76 2.01
H -3.24 -0.71 2.94
H 1.37 0.93 2.76
H 0.16 2.06 2.09
H 2.76 2.37 1.49
H 2.96 1.93 -0.20
H 5.02 -1.60 1.64
H 6.08 -0.61 2.68
H 6.43 -0.76 0.95
H 4.84 2.57 1.17
H 6.26 1.71 0.58
H 6.01 1.92 2.32
C 4.00 -4.11 0.32
Si 3.43 -3.35 -1.30
C 4.46 -1.81 -1.69
C 3.88 -4.54 -2.69
C 1.63 -2.93 -1.25
C 1.27 -2.14 -2.44
C 0.97 -2.63 -3.72
C 0.69 -1.77 -4.75
C 0.71 -0.39 -4.52
C 0.99 0.05 -3.25
N 1.26 -0.79 -2.24
Si 0.44 -4.24 -0.70
C 0.72 -5.96 -1.42
C 0.49 -4.43 1.17
C -1.29 -3.70 -1.17
H 5.09 -4.18 0.35
H 3.61 -5.12 0.43
H 3.66 -3.53 1.18
H 5.52 -2.08 -1.69
H 4.33 -0.98 -1.00
H 4.23 -1.45 -2.69
H 4.96 -4.71 -2.72
H 3.59 -4.12 -3.66
H 3.39 -5.50 -2.58
H 0.97 -3.70 -3.87
H 0.47 -2.15 -5.74
H 0.51 0.32 -5.31
H 1.00 1.10 -3.01
H 1.68 -6.38 -1.10
H 0.72 -5.95 -2.51
H -0.06 -6.64 -1.09
H 1.44 -4.84 1.52
H -0.30 -5.11 1.50
H 0.33 -3.48 1.68
H -1.40 -3.63 -2.26
H -1.55 -2.73 -0.74
H -2.03 -4.42 -0.82
C 1.37 4.83 -2.22
O 0.19 4.15 -1.77
C 0.15 3.82 -0.48
O 1.07 3.96 0.28
C -1.18 3.22 -0.10
C -1.90 3.80 0.86
As -3.43 3.09 1.82
C -4.81 4.29 1.11
C -3.85 1.52 0.76
C -3.13 0.92 -0.18
As -1.56 1.59 -1.14
C -2.55 2.50 -2.57
C -3.57 -0.42 -0.67
O -4.02 -1.28 0.04
O -3.40 -0.53 -1.99
C -3.82 -1.74 -2.64
C -5.18 0.93 1.16
O -6.11 0.83 0.40
O -5.22 0.61 2.45
C -6.47 0.05 2.89
C -1.47 5.16 1.34
O -1.00 6.01 0.64
O -1.74 5.32 2.64
C -1.42 6.63 3.17
H 2.17 4.10 -2.38
H 1.68 5.56 -1.48
H 1.10 5.30 -3.16
H -4.65 5.29 1.53
H -5.78 3.93 1.44
H -4.78 4.34 0.02
H -3.39 3.06 -2.15
H -2.91 1.74 -3.26
H -1.87 3.18 -3.08
H -3.05 -2.01 -3.35
H -4.76 -1.54 -3.15
H -3.96 -2.53 -1.90
H -6.34 -0.16 3.95
H -6.67 -0.87 2.34
H -7.28 0.75 2.73
H -1.74 6.61 4.21
H -1.95 7.39 2.61
H -0.35 6.81 3.10
*
```

Entry from the Open Molecules 2025 dataset: a molecular structure, C34H56N2O4OsP3 (the ωB97M-V functional and the def2-TZVPD basis).

Results
Gap between HOMO and LUMO (spin up / spin down)   6.24 / 4.85 eV
Expectation value of S²   6.0630
Molar mass   839.98 g/mol
Calculated total energy   -77641.437 eV

```
! wB97M-V def2-TZVPD RIJCOSX def2/J DEFGRID3
* xyz 3 5
C -1.85 -2.09 -1.48
C 0.28 -2.24 -2.43
C -2.35 -3.07 -2.35
C -0.30 -2.90 -3.53
C -1.57 -3.44 -3.44
H -3.37 -3.42 -2.19
H 0.33 -3.06 -4.40
H -1.98 -4.09 -4.19
N -0.56 -1.73 -1.45
P -2.37 0.34 -0.07
P 2.24 -1.23 -0.81
C -2.80 -1.37 -0.53
H -3.81 -1.37 -0.96
H -2.85 -1.98 0.39
C 0.13 1.15 1.28
O 0.18 1.91 2.18
C 1.71 -2.14 -2.30
H 2.27 -1.88 -3.23
C 3.51 0.34 -0.87
C 3.26 -2.93 -0.51
C -3.16 1.39 -1.49
C -3.55 0.69 1.46
C 2.96 1.68 -0.35
H 2.57 1.60 0.67
H 3.79 2.40 -0.34
H 2.18 2.08 -1.00
C 4.72 0.04 0.03
H 4.38 -0.15 1.06
H 5.34 -0.79 -0.31
H 5.37 0.94 0.07
C 3.87 0.54 -2.35
H 4.63 1.34 -2.41
H 4.29 -0.36 -2.83
H 2.99 0.87 -2.92
C 3.94 -3.01 0.86
H 3.22 -2.77 1.66
H 4.31 -4.04 1.02
H 4.79 -2.33 0.95
C 2.31 -4.14 -0.61
H 1.46 -4.03 0.08
H 1.91 -4.27 -1.62
H 2.86 -5.06 -0.35
C 4.28 -2.99 -1.66
H 3.77 -3.07 -2.63
H 4.93 -2.11 -1.69
H 4.92 -3.88 -1.55
C -3.54 2.19 1.77
H -4.10 2.37 2.70
H -2.51 2.55 1.94
H -4.01 2.81 1.00
C -3.04 -0.04 2.70
H -2.99 -1.12 2.56
H -2.05 0.32 3.02
H -3.73 0.15 3.54
C -5.00 0.19 1.27
H -5.51 0.25 2.25
H -5.60 0.79 0.59
H -5.04 -0.85 0.95
C -2.83 0.68 -2.81
H -3.04 1.36 -3.64
H -1.79 0.36 -2.89
H -3.47 -0.20 -2.95
C -2.66 2.85 -1.42
H -1.57 2.97 -1.61
H -3.17 3.41 -2.22
H -2.88 3.31 -0.45
C -4.68 1.53 -1.47
H -5.22 0.58 -1.50
H -5.04 2.15 -0.65
H -4.95 2.08 -2.39
Os 0.00 -0.12 -0.03
N 0.07 1.37 -1.62
C -0.12 2.38 -2.32
C 0.35 2.64 -3.69
C 0.59 3.91 -4.22
C 0.65 1.51 -4.49
C 0.80 4.07 -5.60
H 0.66 4.75 -3.52
C 0.99 1.66 -5.85
H 0.66 0.52 -4.02
C 1.00 2.94 -6.43
H 0.84 5.06 -6.08
H 1.24 0.76 -6.45
H 1.16 3.04 -7.50
C -0.31 -1.97 4.57
O -0.55 -1.37 3.26
P 0.40 -1.51 1.93
O 1.89 -1.27 2.59
C 2.20 -0.34 3.64
O 0.38 -3.14 1.65
C -0.42 -4.15 2.30
H -1.25 -2.43 4.90
H -0.04 -1.18 5.27
H 0.47 -2.74 4.57
H 1.44 0.43 3.78
H 2.35 -0.87 4.59
H 3.13 0.17 3.37
H 0.13 -4.64 3.11
H -1.37 -3.76 2.69
H -0.66 -4.90 1.54
*
```

Entry from the Open Molecules 2025 dataset: a molecular structure, C34H57AsBHgN6S4 (the ωB97M-V functional and the def2-TZVPD basis).

Results
Gap between HOMO and LUMO (spin up / spin down)   5.27 / 6.56 eV
Energy above the lowest of the compared OMol25 structures with the same formula, charge and spin   55.3 kcal per mole
Expectation value of S²   0.7767
Molar mass   964.46 g/mol
Calculated total energy   -154154.407 eV

```
! wB97M-V def2-TZVPD RIJCOSX def2/J DEFGRID3
* xyz 0 2
Hg -2.75 1.46 1.11
C -1.44 -2.18 3.70
C -0.41 -1.68 2.74
C 0.93 -1.66 3.04
C 1.82 -1.12 2.10
N 1.41 -0.59 0.97
N 0.11 -0.64 0.63
B -0.30 -0.07 -0.65
N 0.46 1.11 -1.19
N 1.78 0.92 -1.36
C 2.56 1.91 -1.68
C 2.07 3.23 -1.79
C 0.72 3.45 -1.66
C 0.11 4.81 -1.76
C -0.12 2.34 -1.40
S -1.78 2.56 -1.37
C 4.02 1.64 -1.99
C 4.30 2.15 -3.42
C 4.31 0.15 -1.92
C 4.90 2.40 -0.99
N -0.95 -1.02 -1.60
N 0.05 -1.90 -1.71
C -0.04 -2.98 -2.41
C -1.22 -3.24 -3.15
C -2.26 -2.36 -3.07
C -3.53 -2.59 -3.81
C -2.15 -1.19 -2.24
S -3.42 -0.15 -2.08
C 1.16 -3.91 -2.33
C 2.44 -3.10 -2.56
C 1.08 -5.05 -3.34
C 1.17 -4.49 -0.91
C -0.82 -1.21 1.48
S -2.46 -1.31 1.03
C 3.33 -1.17 2.27
C 3.76 -1.64 3.66
C 3.86 -2.17 1.23
C 3.91 0.22 2.00
H -1.01 -2.33 4.68
H -1.87 -3.12 3.35
H -2.26 -1.46 3.76
H 1.28 -2.04 3.98
H 2.73 4.06 -1.97
H 0.88 5.58 -1.79
H -0.56 4.97 -0.92
H -0.50 4.87 -2.66
H 3.63 1.66 -4.12
H 5.32 1.91 -3.70
H 4.16 3.22 -3.50
H 3.76 -0.38 -2.70
H 4.01 -0.24 -0.96
H 5.38 -0.03 -2.07
H 4.76 3.47 -1.06
H 5.94 2.17 -1.17
H 4.65 2.09 0.03
H -1.31 -4.12 -3.77
H -3.51 -3.54 -4.34
H -3.69 -1.78 -4.52
H -4.37 -2.57 -3.11
H 2.51 -2.79 -3.60
H 3.32 -3.71 -2.33
H 2.44 -2.22 -1.93
H 1.05 -4.67 -4.36
H 0.20 -5.67 -3.18
H 1.95 -5.69 -3.24
H 1.28 -3.68 -0.19
H 2.00 -5.18 -0.79
H 0.24 -5.01 -0.70
H 3.44 -2.67 3.84
H 3.35 -1.00 4.44
H 4.84 -1.61 3.73
H 3.48 -3.17 1.44
H 4.94 -2.20 1.25
H 3.53 -1.88 0.24
H 3.70 0.89 2.84
H 3.45 0.63 1.11
H 4.99 0.17 1.86
C -7.41 2.97 0.09
As -6.83 1.40 1.09
C -6.32 0.13 -0.29
C -8.43 0.64 1.93
S -5.45 1.84 2.57
H -8.30 2.74 -0.50
H -6.60 3.27 -0.58
H -7.62 3.80 0.77
H -7.15 0.02 -0.99
H -6.06 -0.83 0.15
H -5.45 0.51 -0.83
H -9.24 0.53 1.21
H -8.74 1.28 2.75
H -8.17 -0.34 2.34
C 0.03 3.36 4.33
C -0.35 2.46 3.16
C 0.64 2.71 2.02
C -1.79 2.75 2.75
H 1.03 3.12 4.69
H -0.67 3.24 5.15
H 0.02 4.40 4.02
H -0.25 1.41 3.48
H 0.60 3.76 1.71
H 0.42 2.09 1.16
H 1.66 2.49 2.35
H -1.88 3.79 2.42
H -2.45 2.61 3.61
*
```

Entry from the Open Molecules 2025 dataset: a molecular structure, C34H57BN6O7P2Pt (the ωB97M-V functional and the def2-TZVPD basis).

Results
Gap between HOMO and LUMO (spin up / spin down)   8.90 / 4.79 eV
Expectation value of S²   6.0423
Molar mass   929.70 g/mol
Calculated total energy   -81947.155 eV

```
! wB97M-V def2-TZVPD RIJCOSX def2/J DEFGRID3
* xyz 2 5
Pt 0.12 1.31 -0.59
C 1.87 2.67 -4.48
C 1.66 1.69 -3.52
N 0.98 2.21 -2.51
N 0.75 3.50 -2.78
C 1.27 3.80 -3.97
B 0.05 4.44 -1.78
N 0.82 4.35 -0.45
C 1.33 5.34 0.31
C 1.95 4.77 1.40
C 1.78 3.39 1.24
N 1.11 3.18 0.12
N -1.36 3.88 -1.52
C -2.53 4.51 -1.68
C -3.54 3.67 -1.28
C -2.89 2.51 -0.87
N -1.58 2.66 -1.03
H 2.39 2.55 -5.41
H 1.97 0.66 -3.52
H 1.20 4.78 -4.38
H 0.00 5.54 -2.18
H 1.23 6.37 0.04
H 2.46 5.26 2.20
H 2.10 2.59 1.87
H -2.58 5.51 -2.08
H -4.59 3.86 -1.28
H -3.32 1.60 -0.49
C 1.09 -5.23 0.77
C 0.03 -4.19 1.13
C -1.37 -4.62 0.75
O 0.34 -2.96 0.43
P 0.58 -1.61 1.22
O 0.97 -0.59 0.22
C -0.91 -1.25 2.20
P -0.65 0.42 2.90
O -0.27 1.39 1.85
O -2.05 0.68 3.62
C -2.65 1.97 3.85
C -3.27 2.49 2.56
C -1.67 2.98 4.42
O 0.44 0.29 4.03
C 0.17 -0.54 5.20
C 1.25 -1.61 5.33
C 0.11 0.33 6.44
O 1.70 -1.85 2.29
C 3.10 -1.80 1.87
C 3.88 -2.72 2.79
C 3.60 -0.37 1.91
H 0.99 -6.09 1.42
H 2.08 -4.81 0.90
H 0.97 -5.54 -0.26
H 0.09 -3.98 2.21
H -1.42 -4.81 -0.32
H -2.10 -3.86 1.00
H -1.63 -5.54 1.27
H -1.09 -1.99 2.97
H -1.77 -1.21 1.53
H -3.44 1.75 4.58
H -2.48 2.70 1.84
H -3.81 3.40 2.76
H -3.95 1.75 2.14
H -0.83 3.09 3.74
H -1.31 2.66 5.39
H -2.17 3.94 4.53
H -0.81 -1.02 5.05
H 2.19 -1.14 5.61
H 1.38 -2.15 4.40
H 0.96 -2.31 6.11
H 0.98 0.98 6.49
H 0.10 -0.31 7.32
H -0.79 0.93 6.45
H 3.14 -2.18 0.84
H 3.90 -2.33 3.80
H 4.91 -2.80 2.43
H 3.44 -3.72 2.81
H 3.47 0.04 2.91
H 3.06 0.24 1.19
H 4.66 -0.35 1.66
C -3.48 -0.84 -2.77
C -2.38 0.10 -3.28
C -2.95 1.26 -4.08
C -1.40 -0.71 -4.08
C -1.66 -1.12 -5.36
C -0.79 -1.97 -6.04
C 0.36 -2.44 -5.40
C 0.68 -2.08 -4.11
C 1.85 -2.75 -3.44
C 1.32 -3.93 -2.60
C 2.72 -1.86 -2.57
C -0.16 -1.11 -3.40
O 0.15 -0.64 -2.29
H -4.15 -0.31 -2.11
H -3.05 -1.68 -2.24
H -4.06 -1.24 -3.60
H -1.84 0.50 -2.41
H -3.57 0.92 -4.91
H -2.15 1.88 -4.48
H -3.58 1.87 -3.44
H -2.57 -0.81 -5.84
H -1.01 -2.28 -7.05
H 1.01 -3.11 -5.94
H 2.47 -3.17 -4.24
H 0.76 -3.55 -1.76
H 2.16 -4.50 -2.23
H 0.69 -4.59 -3.20
H 2.12 -1.35 -1.81
H 3.25 -1.13 -3.17
H 3.46 -2.48 -2.06
*
```